A cluster of 11 separate species, C46H83N3O34P4 in total. Source: the OMol25 dataset; level of theory: ωB97M-V/def2-TZVPD.

Element x y z (Å)
C  -22.284  -4.247  12.515
C  -21.462  -3.083  11.892
O  -20.662  -3.521  10.785
C  -19.644  -2.653  10.295
O  -19.321  -1.524  10.797
O  -18.907  -3.183  9.323
C  -19.292  -4.351  8.626
H  -21.675  -4.877  13.164
H  -22.801  -4.778  11.715
H  -22.990  -3.750  13.180
H  -20.799  -2.581  12.596
H  -22.022  -2.202  11.578
H  -20.314  -4.702  8.765
H  -18.744  -5.176  9.081
H  -19.065  -4.359  7.560
C  -24.330  -0.364  9.711
C  -24.197  -1.196  8.378
O  -23.563  -2.373  8.787
C  -23.707  -3.495  7.982
O  -24.250  -3.523  6.875
O  -22.986  -4.429  8.617
C  -22.916  -5.794  8.078
H  -23.344  -0.173  10.135
H  -24.904  -0.928  10.447
H  -24.861  0.562  9.491
H  -23.567  -0.620  7.701
H  -25.187  -1.348  7.948
H  -23.775  -6.439  8.267
H  -22.112  -6.345  8.567
H  -22.618  -5.839  7.031
C  -25.851  0.902  12.905
C  -27.306  0.442  13.170
O  -27.482  0.518  14.559
C  -27.065  -0.509  15.312
O  -26.636  -1.607  14.878
O  -27.380  -0.175  16.666
C  -27.038  -1.059  17.684
H  -25.658  1.825  13.452
H  -25.841  1.197  11.855
H  -25.056  0.168  13.037
H  -27.562  -0.552  12.803
H  -27.980  1.103  12.625
H  -25.966  -1.038  17.881
H  -27.267  -2.082  17.385
H  -27.498  -0.778  18.631
C  -26.418  -3.210  11.665
C  -26.301  -4.132  10.407
O  -25.640  -5.297  10.868
C  -25.752  -6.525  10.283
O  -25.095  -7.505  10.664
O  -26.597  -6.482  9.251
C  -26.515  -7.454  8.196
H  -26.980  -3.594  12.516
H  -26.844  -2.260  11.341
H  -25.404  -2.998  12.005
H  -25.829  -3.574  9.599
H  -27.310  -4.322  10.041
H  -27.476  -7.960  8.111
H  -25.712  -8.188  8.270
H  -26.299  -6.993  7.232
C  -29.693  -7.953  12.693
C  -29.377  -6.713  12.084
C  -29.540  -5.498  12.729
C  -30.036  -5.492  14.017
C  -30.393  -6.666  14.660
C  -30.193  -7.897  14.046
N  -30.127  -4.172  14.673
O  -30.092  -3.110  14.049
O  -30.226  -4.087  15.886
H  -29.609  -8.859  12.111
H  -29.176  -6.713  11.023
H  -29.363  -4.578  12.191
H  -30.770  -6.639  15.671
H  -30.420  -8.848  14.505
C  -22.081  -10.049  13.963
C  -20.954  -9.370  14.367
C  -20.454  -8.293  13.670
C  -21.070  -7.950  12.461
C  -22.242  -8.587  12.066
C  -22.724  -9.681  12.796
N  -20.416  -6.968  11.554
O  -21.159  -6.460  10.695
O  -19.255  -6.683  11.770
H  -22.451  -10.893  14.527
H  -20.394  -9.594  15.264
H  -19.506  -7.848  13.932
H  -22.749  -8.340  11.145
H  -23.634  -10.174  12.489
C  -25.450  -4.852  14.660
C  -26.443  -4.873  15.656
C  -26.916  -6.115  16.082
C  -26.470  -7.318  15.563
C  -25.591  -7.245  14.425
C  -25.024  -6.048  14.049
N  -26.935  -8.604  16.065
O  -26.412  -9.638  15.711
O  -27.848  -8.599  16.854
H  -25.017  -3.925  14.315
H  -26.797  -3.950  16.091
H  -27.671  -6.050  16.852
H  -25.279  -8.203  14.036
H  -24.248  -6.179  13.310
C  -19.285  -8.547  7.761
O  -19.444  -9.703  8.578
P  -20.723  -10.738  8.513
O  -21.003  -11.301  7.166
O  -20.440  -11.814  9.703
C  -20.313  -11.575  11.078
O  -21.874  -9.758  9.145
C  -23.150  -9.662  8.492
H  -18.361  -8.542  7.182
H  -19.104  -7.720  8.447
H  -20.067  -8.320  7.037
H  -19.269  -11.654  11.381
H  -20.914  -12.238  11.701
H  -20.655  -10.590  11.396
H  -23.517  -10.673  8.316
H  -23.013  -9.193  7.518
H  -23.843  -9.125  9.141
C  -33.237  -9.502  10.607
O  -32.790  -9.398  9.266
P  -31.308  -8.884  8.795
O  -30.131  -9.387  9.592
O  -31.296  -9.288  7.215
C  -32.455  -9.010  6.483
O  -31.600  -7.244  8.615
C  -30.526  -6.357  8.288
H  -33.962  -8.697  10.721
H  -32.542  -9.785  11.398
H  -33.891  -10.373  10.573
H  -32.267  -9.091  5.413
H  -32.735  -7.977  6.690
H  -33.326  -9.572  6.820
H  -29.525  -6.671  8.583
H  -30.676  -5.538  8.992
H  -30.559  -5.989  7.263
C  -25.439  -13.194  5.359
O  -26.734  -13.785  5.620
P  -28.062  -12.862  5.362
O  -28.352  -12.637  3.904
O  -27.688  -11.510  6.217
C  -28.586  -10.391  6.253
O  -29.265  -13.499  6.278
C  -28.987  -13.989  7.572
H  -25.554  -12.402  4.618
H  -24.752  -13.875  4.857
H  -24.840  -12.895  6.219
H  -28.096  -9.598  5.688
H  -28.871  -10.048  7.247
H  -29.474  -10.633  5.668
H  -29.730  -13.778  8.340
H  -28.103  -13.437  7.889
H  -28.714  -15.040  7.677
C  -30.022  -2.140  10.576
O  -29.671  -3.109  9.631
P  -28.756  -2.697  8.321
O  -27.526  -1.895  8.619
O  -29.868  -2.048  7.330
C  -29.620  -1.759  5.992
O  -28.379  -4.136  7.589
C  -27.261  -4.280  6.695
H  -29.791  -2.399  11.610
H  -31.089  -1.920  10.593
H  -29.541  -1.188  10.353
H  -29.609  -2.730  5.497
H  -28.684  -1.202  5.961
H  -30.391  -1.128  5.549
H  -26.894  -3.329  6.309
H  -27.577  -4.994  5.934
H  -26.477  -4.684  7.336

Its electronic energy is -160286.335 eV. The calculation puts the HOMO energy at -9.8 eV. Its SMILES is O=[N+]([O-])c1ccccc1.O=[N+]([O-])c1ccccc1.O=[N+]([O-])c1ccccc1.COP(=O)(OC)OC.COP(=O)(OC)OC.COP(=O)(OC)OC.COP(=O)(OC)OC.CCOC(=O)OC.CCOC(=O)OC.CCOC(=O)OC.CCOC(=O)OC. As for the HOMO-LUMO gap: 0.3335 hartree. The strongest force on any atom comes out at 0.1053 hartree/bohr. The lowest unoccupied orbital energy comes out at -0.026 hartree.